# 1
Computed, not measured: 26 unconnected molecules or ions with the total composition C26H104O26 in a non-equilibrium geometry, with ωB97M-V/def2-TZVPD.

Computed properties:
E_HOMO   -0.343 Eh
Molecular weight   833.09 g/mol
ΔE to the lowest compared entry with this formula, charge and spin   0.00 kJ/mol

Structure (ORCA input):
```
! wB97M-V def2-TZVPD RIJCOSX def2/J DEFGRID3
* xyz 0 1
C -10.52345 -13.63525 -25.49796
O -10.67699 -14.91369 -26.05859
H -9.64089 -13.16258 -25.92896
H -11.33458 -12.95016 -25.74458
H -10.29937 -13.69162 -24.43274
H -9.84172 -15.36260 -26.20826
C -12.29284 -20.07824 -29.49042
O -13.33529 -19.47443 -28.75776
H -12.73309 -20.50317 -30.39248
H -11.40904 -19.50169 -29.76353
H -11.95561 -20.94145 -28.91663
H -13.11450 -19.38356 -27.82792
C -13.39926 -14.77577 -23.74030
O -13.89297 -16.03374 -23.58033
H -13.62089 -14.40825 -24.74225
H -13.81339 -14.01778 -23.07543
H -12.31679 -14.67782 -23.65799
H -14.84759 -15.97065 -23.65982
C -10.01666 -9.80889 -27.97236
O -11.16630 -10.51356 -27.48161
H -10.03498 -9.90283 -29.05815
H -10.05861 -8.77013 -27.64478
H -9.12365 -10.27099 -27.55152
H -11.31859 -10.24381 -26.57296
C -8.78430 -12.04721 -33.78012
C -9.03156 -11.83569 -32.29411
O -10.23766 -12.45104 -31.97652
H -8.71026 -13.09700 -34.06395
H -7.85558 -11.73596 -34.25839
H -9.52423 -11.55691 -34.41276
H -9.00442 -10.80110 -31.95206
H -8.26209 -12.33174 -31.70253
H -10.41892 -12.48170 -31.03429
C -16.20285 -18.81727 -25.51706
C -17.36960 -18.70000 -24.58822
O -18.08747 -19.92300 -24.38802
H -15.48823 -17.99973 -25.42200
H -16.38340 -19.00904 -26.57476
H -15.58074 -19.63498 -25.15313
H -18.02641 -17.91249 -24.95772
H -17.06773 -18.29059 -23.62419
H -18.85234 -19.67033 -23.86578
C -9.50876 -16.72947 -23.20062
C -9.21794 -18.17600 -22.94954
O -9.37502 -18.49516 -21.60164
H -9.21268 -16.51204 -24.22685
H -8.86479 -16.16099 -22.52962
H -10.54591 -16.49925 -22.95684
H -8.15581 -18.24250 -23.18521
H -9.74199 -18.83964 -23.63732
H -8.88510 -17.85501 -21.08031
C -9.14408 -19.31128 -27.84699
C -8.54700 -19.83839 -26.54185
O -7.23491 -20.39599 -26.65211
H -10.08515 -18.77131 -27.74260
H -9.34846 -20.22172 -28.41040
H -8.40770 -18.70199 -28.37105
H -9.21552 -20.63943 -26.22640
H -8.48681 -19.10693 -25.73597
H -6.80084 -19.78166 -27.24858
C -16.71909 -11.90325 -24.22228
C -15.46450 -11.12867 -24.06292
O -14.35805 -11.87991 -24.67625
H -17.48478 -11.15844 -24.00531
H -16.86427 -12.70116 -23.49402
H -16.89848 -12.15019 -25.26866
H -15.26085 -10.97652 -23.00298
H -15.43222 -10.14645 -24.53442
H -14.72899 -12.11321 -25.53039
C -12.95080 -8.78389 -23.24663
C -12.57510 -8.88351 -24.75704
O -12.05854 -10.19678 -24.90444
H -13.53336 -9.60317 -22.82529
H -13.34552 -7.78976 -23.03690
H -12.00505 -8.84017 -22.70766
H -11.77589 -8.17515 -24.97518
H -13.49730 -8.69197 -25.30564
H -12.68688 -10.86749 -24.62708
C -13.84448 -9.46574 -31.74699
C -12.73326 -9.99146 -30.88880
O -13.19002 -10.22916 -29.57937
H -13.52067 -9.22932 -32.76058
H -14.21426 -8.58601 -31.22025
H -14.66795 -10.17529 -31.82775
H -11.79921 -9.44206 -31.00634
H -12.44136 -11.00303 -31.17098
H -12.47236 -10.14506 -28.94733
C -12.77010 -22.19692 -24.71830
C -12.18253 -20.85501 -25.12414
O -13.17249 -19.90967 -25.48403
H -13.23166 -22.13440 -23.73282
H -11.89419 -22.83768 -24.61679
H -13.45577 -22.62613 -25.44887
H -11.72800 -20.98023 -26.10691
H -11.50406 -20.32442 -24.45613
H -12.86585 -19.02347 -25.27853
C -6.41663 -12.35324 -27.44773
C -7.21652 -13.17559 -28.50336
O -8.09680 -12.35288 -29.25025
H -7.08816 -11.80926 -26.78347
H -5.77233 -11.62358 -27.93820
H -5.77844 -12.98906 -26.83410
H -7.87426 -13.89144 -28.01037
H -6.61396 -13.78734 -29.17477
H -8.91810 -12.83301 -29.37891
C -10.10332 -15.79700 -30.04045
C -8.88443 -16.67755 -30.41755
O -7.94859 -16.51119 -29.35067
H -10.56655 -15.99936 -29.07476
H -10.85848 -15.84551 -30.82497
H -9.78896 -14.75382 -30.07313
H -8.36852 -16.24346 -31.27400
H -9.15514 -17.70493 -30.66107
H -7.07301 -16.63332 -29.72487
C -16.44777 -14.54239 -30.68669
C -15.09757 -14.22529 -31.35808
O -14.18128 -15.16732 -30.95729
H -16.30539 -14.50574 -29.60665
H -16.81421 -15.51801 -31.00605
H -17.14166 -13.76300 -31.00159
H -14.76069 -13.19358 -31.25723
H -15.27698 -14.25223 -32.43287
H -13.45392 -15.02689 -31.56789
O -12.12556 -14.34654 -32.71464
H -11.84222 -15.13730 -33.17359
H -11.33207 -13.81685 -32.63692
O -12.68956 -14.25976 -27.81056
H -12.97281 -15.13801 -28.06491
H -12.00826 -14.40788 -27.15473
O -15.08879 -17.71026 -31.50897
H -14.29332 -17.76381 -32.03868
H -15.16067 -16.78441 -31.27686
O -15.68667 -10.52929 -28.45838
H -15.40837 -11.41552 -28.22740
H -14.94431 -10.16203 -28.93822
O -16.36064 -15.45529 -26.83182
H -17.12888 -15.74498 -27.32386
H -15.66636 -16.06039 -27.09270
O -13.77693 -16.48365 -28.55045
H -14.03157 -15.80367 -29.17416
H -13.64531 -17.26491 -29.08761
O -12.32429 -17.41594 -25.56184
H -11.70833 -16.90258 -26.08462
H -12.84967 -16.76262 -25.09991
O -14.97142 -13.01785 -27.02637
H -15.47254 -13.81432 -26.85104
H -14.10881 -13.33187 -27.29755
O -16.52253 -15.49626 -24.11237
H -16.39871 -15.59105 -25.05679
H -17.45371 -15.66929 -23.97386
O -8.38979 -16.21361 -26.66048
H -7.46389 -16.32881 -26.44678
H -8.43019 -16.30947 -27.61201
O -11.01683 -12.50053 -29.30811
H -11.07747 -11.71948 -28.75809
H -11.78428 -13.02116 -29.07106
*
```

=====

# 2
Computed, not measured: a molecular structure, C49H39BiBrN4O6S2 in a non-equilibrium geometry, with ωB97M-V/def2-TZVPD.

Computed properties:
E_HOMO   -0.396 Eh
Molecular weight   1132.89 g/mol
ΔE to the lowest compared entry with this formula, charge and spin   21.09 kJ/mol

Structure (ORCA input):
```
! wB97M-V def2-TZVPD RIJCOSX def2/J DEFGRID3
* xyz 1 1
Bi -1.06800 -2.00896 -2.64690
C -5.19166 0.85992 5.65921
C -4.23533 0.82776 4.50110
C -3.36902 1.89477 4.26823
C -2.43956 1.84369 3.24424
C -2.38563 0.72132 2.43216
C -3.25318 -0.33761 2.62141
C -4.16887 -0.28292 3.66158
S -1.10812 0.64909 1.17913
O -1.41214 -0.56566 0.34928
C 0.24575 0.20567 2.33596
C 0.00404 -0.45896 3.55519
C 1.03338 -0.70951 4.41274
C 2.35185 -0.29733 4.11601
C 3.42541 -0.54468 5.00302
C 4.69942 -0.17649 4.67578
C 4.96009 0.45631 3.44369
C 3.94315 0.72301 2.57226
C 2.61122 0.35659 2.88455
C 1.53123 0.58692 1.98438
C 1.82719 1.15829 0.64057
C 2.09316 2.54664 0.46890
C 1.98602 3.46348 1.54113
C 2.19472 4.79873 1.33591
C 2.52457 5.27939 0.05350
C 2.65598 4.41252 -0.99494
C 2.44383 3.02602 -0.81819
C 2.54075 2.11344 -1.89756
C 2.22899 0.79864 -1.73368
C 1.87148 0.32515 -0.45653
S 1.56070 -1.44827 -0.26472
O 1.16327 -1.90357 -1.66258
C 3.30129 -1.88986 -0.18688
C 3.82741 -2.16273 1.06547
C 5.17801 -2.45130 1.18759
C 5.99977 -2.50174 0.06616
C 7.46899 -2.78562 0.20188
C 5.43551 -2.26750 -1.18945
C 4.09491 -1.95545 -1.32208
H -5.40452 1.88389 5.96128
H -4.75585 0.33953 6.51494
H -6.12672 0.35901 5.41220
H -3.42185 2.77200 4.90062
H -1.75056 2.66727 3.08493
H -3.19110 -1.20097 1.96943
H -4.83333 -1.12121 3.83295
H -0.99900 -0.76819 3.81291
H 0.84283 -1.22764 5.34470
H 3.22027 -1.03600 5.94640
H 5.51377 -0.36386 5.36319
H 5.97645 0.72883 3.19105
H 4.14969 1.21246 1.62906
H 1.74127 3.09008 2.52799
H 2.10611 5.49565 2.15895
H 2.67574 6.34019 -0.09724
H 2.91420 4.77858 -1.98196
H 2.86490 2.48145 -2.86447
H 2.27306 0.10036 -2.56014
H 3.18480 -2.15066 1.93759
H 5.59772 -2.64297 2.16763
H 7.72138 -3.06153 1.22410
H 8.04803 -1.89865 -0.06244
H 7.77965 -3.59098 -0.46397
H 6.05885 -2.32737 -2.07373
H 3.65876 -1.77396 -2.29715
C -1.73917 2.80994 -1.96487
O -2.37891 2.03739 -2.99741
C -2.09325 0.76352 -3.07350
O -1.16169 0.21979 -2.41377
N -2.79434 0.11591 -3.99460
N -2.82026 -1.29475 -3.95806
H -2.30569 3.73247 -1.90184
H -0.70924 3.00681 -2.23606
H -1.77306 2.26925 -1.02022
H -3.59539 0.58342 -4.39345
H -2.67443 -1.62627 -4.90840
H -4.28668 -1.48798 -3.01570
Br -10.21491 -2.75701 -1.19390
C -8.74673 -1.79152 -0.49975
C -8.84856 -1.15959 0.73272
N -7.85019 -0.45784 1.25606
C -6.71733 -0.36362 0.57349
C -6.52220 -0.97482 -0.65877
C -7.56874 -1.70279 -1.21539
C -5.22355 -0.81197 -1.36472
O -5.13976 -1.56188 -2.44573
O -4.35922 -0.04737 -0.97841
H -9.76246 -1.21076 1.31309
H -5.92513 0.21948 1.02009
H -7.45757 -2.17883 -2.17877
N 4.03465 -0.97259 -8.19053
C 3.24204 -1.15305 -7.37833
C 2.25079 -1.36804 -6.36663
C 2.34728 -2.46129 -5.50671
C 1.38845 -2.64925 -4.52664
C 0.32739 -1.75644 -4.37964
C 0.24315 -0.66852 -5.24511
C 1.19180 -0.47116 -6.23554
H 3.18018 -3.14463 -5.60670
H 1.48161 -3.49692 -3.85697
H -0.56118 0.04975 -5.15101
H 1.12717 0.37663 -6.90468
*
```

=====

# 3
Computed, not measured: a single C2H4N2O2 molecule in a non-equilibrium geometry, with ωB97M-V/def2-TZVPD.

Computed properties:
E_HOMO   -0.349 Eh
Molecular weight   88.07 g/mol
Structure (SMILES)   C1=NOCON1
ΔE to the lowest compared entry with this formula, charge and spin   521.95 kJ/mol

Structure (ORCA input):
```
! wB97M-V def2-TZVPD RIJCOSX def2/J DEFGRID3
* xyz 0 1
C -0.62500 0.26466 -1.02102
C 0.23497 -0.22259 1.26637
H -0.35774 1.30310 -0.60009
H -1.06068 0.19699 -2.06987
H 1.95851 0.00127 0.08006
H 0.75716 -0.13074 2.20759
N 1.11023 -0.50565 0.16526
N -1.02402 -0.15515 1.23446
O 0.54063 -0.57695 -1.15919
O -1.53406 -0.17494 -0.10357
*
```

=====

# 4
Computed, not measured: a single C2H6N4O2 molecule in a non-equilibrium geometry, with ωB97M-V/def2-TZVPD.

Computed properties:
E_HOMO   -0.303 Eh
Molecular weight   118.10 g/mol
Structure (SMILES)   O/N=C\NN/C=N\O
ΔE to the lowest compared entry with this formula, charge and spin   432.38 kJ/mol

Structure (ORCA input):
```
! wB97M-V def2-TZVPD RIJCOSX def2/J DEFGRID3
* xyz 0 1
C 1.44477 -1.09531 0.00869
C -1.42356 1.10697 -0.01097
H 3.34979 1.26072 0.15799
H 1.46646 -2.18609 0.14800
H -0.53583 -1.35236 -0.07247
H 0.57868 1.28686 0.00780
H -1.54033 2.17571 -0.05332
H -3.39414 -1.17135 -0.15846
N 2.58230 -0.51997 0.08511
N 0.17265 -0.64997 -0.23499
N -0.17273 0.65910 0.26138
N -2.53180 0.49998 -0.09778
O 2.47612 0.89416 -0.12785
O -2.47236 -0.90845 0.08689
*
```